Record 1
3 unconnected molecules or ions with the total composition C5H16O3 at a distorted geometry. Source: the Open Molecules 2025 dataset; level of theory: ωB97M-V/def2-TZVPD.

Calculated values
**ΔE to the lowest compared entry with this formula, charge and spin**: 230.3 kJ/mol
**2S+1**: 1
**Structure (SMILES)**: CCO.CCO.CO
**Molecular weight**: 124.18 g mol⁻¹
**HOMO**: -9.664 eV
**HOMO-LUMO gap**: 10.341 eV
**Net charge**: 0

XYZ file:
```
24
Properties=species:S:1:pos:R:3:mulliken_charge:R:1
C -0.897 1.166 -2.422 -0.852
C -0.741 2.195 -1.323 -0.400
O 0.478 2.000 -0.683 -0.509
H 0.029 0.919 -2.943 0.294
H -1.687 1.339 -3.151 0.364
H -1.180 0.179 -2.054 0.195
H -1.577 2.068 -0.635 0.256
H -0.743 3.217 -1.701 0.336
H 1.102 2.301 -1.347 0.309
C 1.828 -1.934 1.185 -0.997
C 2.272 -1.246 -0.005 -0.180
O 1.096 -0.824 -0.530 -0.417
H 0.888 -2.462 1.349 0.227
H 1.759 -1.171 1.960 0.294
H 2.354 -2.792 1.604 0.355
H 2.660 -1.989 -0.702 0.255
H 2.973 -0.436 0.198 0.233
H 0.849 0.014 -0.132 0.217
C -1.919 -0.625 1.657 -0.115
O -2.107 -0.093 2.966 -0.511
H -2.849 -0.872 1.144 0.290
H -1.268 -0.102 0.956 -0.173
H -1.562 -1.653 1.708 0.208
H -1.758 0.799 2.899 0.320
```

Record 2
2 unconnected molecules or ions with the total composition C6H13NO6P at a distorted geometry. Source: the Open Molecules 2025 dataset; level of theory: ωB97M-V/def2-TZVPD.

Calculated values
**2S+1**: 1
**Molecular weight**: 226.15 g mol⁻¹
**HOMO**: -13.658 eV
**HOMO-LUMO gap**: 8.447 eV
**Net charge**: +1

XYZ file:
```
27
Properties=species:S:1:pos:R:3:mulliken_charge:R:1
C -2.154 3.584 -1.762 -0.601
C -2.076 2.376 -2.396 -0.282
N -1.646 1.192 -1.577 -0.083
C -1.585 -0.084 -2.370 -0.872
P -0.940 -1.445 -1.275 0.956
O -2.047 -2.301 -0.885 -0.619
O -0.337 -0.770 0.040 -0.434
O 0.155 -2.295 -2.047 -0.482
H -2.904 3.763 -0.993 0.289
H -1.440 4.360 -2.020 0.293
H -2.316 2.208 -3.437 0.386
H -2.295 1.094 -0.784 0.385
H -0.723 1.438 -1.236 0.486
H -2.597 -0.398 -2.602 0.444
H -0.989 0.044 -3.268 0.479
H 0.421 -0.187 -0.152 0.276
H 1.002 -1.837 -2.143 0.351
C 2.568 -1.978 2.648 -0.300
C 2.098 -1.202 3.858 -0.313
O 2.146 0.153 3.385 -0.317
C 2.050 0.134 2.050 0.757
O 1.880 1.095 1.356 -0.592
O 2.159 -1.123 1.567 -0.332
H 2.107 -2.957 2.562 0.300
H 3.652 -2.090 2.614 0.256
H 1.071 -1.439 4.139 0.265
H 2.741 -1.332 4.724 0.304
```

Record 3
A molecular structure, C45H40AsBF6IN5STl at a distorted geometry. Source: the Open Molecules 2025 dataset; level of theory: ωB97M-V/def2-TZVPD.

Calculated values
**ΔE to the lowest compared entry with this formula, charge and spin**: 57.0 kJ/mol
**2S+1**: 1
**Molecular weight**: 1213.93 g mol⁻¹
**HOMO**: -9.144 eV
**HOMO-LUMO gap**: 4.601 eV
**Net charge**: +1

XYZ file:
```
101
Properties=species:S:1:pos:R:3:mulliken_charge:R:1
Tl 0.279 -0.207 1.104 1.284
C -0.719 -3.328 2.845 -1.122
C 0.582 -3.623 2.115 -0.714
N 0.713 -2.847 0.882 1.120
C -0.275 -3.192 -0.145 0.576
C -0.291 -4.634 -0.655 -1.717
C 2.079 -2.860 0.362 0.102
C 3.116 -2.227 1.315 -1.567
N 2.542 -1.148 2.068 0.251
C 3.114 -0.684 3.161 -0.375
C 2.354 0.129 4.050 0.556
F 1.054 0.412 3.708 -0.444
C 2.841 0.615 5.237 -0.251
F 2.025 1.301 6.057 -0.451
C 4.170 0.453 5.598 -0.404
C 4.969 -0.295 4.742 -0.089
F 6.256 -0.466 5.053 -0.365
C 4.469 -0.865 3.590 0.792
F 5.313 -1.566 2.810 -0.369
H -0.681 -3.759 3.842 0.503
H -1.581 -3.743 2.331 0.279
H -0.854 -2.251 2.939 0.018
H 0.677 -4.699 1.925 0.429
H 1.401 -3.324 2.767 0.298
H -0.096 -2.529 -0.999 -0.606
H -1.260 -2.953 0.256 0.120
H 0.662 -4.920 -1.087 0.294
H -1.047 -4.711 -1.433 0.435
H -0.548 -5.334 0.135 0.404
H 2.061 -2.288 -0.575 -0.366
H 2.419 -3.879 0.137 0.411
H 3.952 -1.870 0.698 0.520
H 3.529 -2.992 1.983 0.555
H 4.554 0.840 6.524 0.622
I 6.030 2.467 2.395 0.222
C 4.035 2.916 2.872 -0.497
C 3.664 3.277 4.173 -0.073
C 2.308 3.536 4.404 -0.747
C 1.396 3.453 3.390 -0.123
N 1.773 3.141 2.103 -0.064
C 3.100 2.861 1.874 -0.276
H 4.392 3.358 4.962 0.514
H 1.965 3.783 5.397 0.431
H 0.342 3.621 3.539 0.532
H 3.357 2.618 0.856 0.623
S -6.965 0.125 1.088 -0.096
C -5.192 -0.100 1.130 0.170
C -4.468 -0.275 -0.043 -0.823
C -3.101 -0.460 0.056 -0.172
N -2.454 -0.471 1.215 0.108
C -3.148 -0.283 2.330 -0.493
C -4.520 -0.101 2.343 -0.736
C -6.846 1.847 0.571 0.293
C -6.813 2.833 1.541 -0.163
C -6.700 4.150 1.114 -0.475
N -6.618 4.490 -0.158 -0.574
C -6.661 3.542 -1.073 -0.493
C -6.775 2.191 -0.768 -0.115
H -4.958 -0.277 -1.002 0.461
H -2.493 -0.613 -0.828 0.456
H -2.576 -0.276 3.247 0.509
H -5.054 0.039 3.269 0.481
H -6.877 2.585 2.589 0.407
H -6.673 4.963 1.826 0.384
H -6.604 3.874 -2.100 0.407
H -6.818 1.443 -1.543 0.466
F -0.411 3.494 1.154 -0.194
B 0.835 3.114 1.005 0.087
F 1.246 2.777 -0.205 0.029
C 4.767 1.425 -4.427 -0.508
C 4.778 0.307 -3.608 -0.736
C 3.610 -0.104 -2.993 -0.273
C 2.419 0.583 -3.206 0.655
C 2.410 1.693 -4.038 -0.221
C 3.584 2.114 -4.642 -0.722
As 0.857 -0.039 -2.196 0.478
C -0.632 0.891 -3.029 0.151
C -1.049 2.185 -2.771 -0.766
C -2.199 2.673 -3.371 -0.826
C -2.945 1.855 -4.203 -0.789
C -2.543 0.557 -4.463 -0.786
C -1.377 0.065 -3.888 0.785
C -0.812 -1.268 -4.094 0.896
C -1.305 -2.239 -4.957 -0.635
C -0.652 -3.453 -5.083 -0.873
C 0.493 -3.714 -4.348 -0.777
C 0.996 -2.754 -3.485 -0.277
C 0.356 -1.532 -3.361 -0.287
H 5.681 1.760 -4.894 0.398
H 5.698 -0.236 -3.442 0.446
H 3.613 -0.973 -2.339 0.138
H 1.484 2.225 -4.218 0.380
H 3.577 2.987 -5.279 0.412
H -0.470 2.812 -2.106 0.425
H -2.513 3.689 -3.184 0.485
H -3.851 2.233 -4.651 0.476
H -3.140 -0.068 -5.110 0.427
H -2.190 -2.047 -5.544 0.436
H -1.036 -4.201 -5.761 0.413
H 0.996 -4.664 -4.451 0.477
H 1.899 -2.957 -2.918 0.406
```

Record 4
C5H11N in the gas phase at a distorted geometry. Source: the Open Molecules 2025 dataset; level of theory: ωB97M-V/def2-TZVPD.

Calculated values
**ΔE to the lowest compared entry with this formula, charge and spin**: 138.3 kJ/mol
**2S+1**: 1
**Structure (SMILES)**: C[C@@H]1CCCN1
**Molecular weight**: 85.15 g mol⁻¹
**HOMO**: -8.799 eV
**HOMO-LUMO gap**: 9.887 eV
**Net charge**: 0

XYZ file:
```
17
Properties=species:S:1:pos:R:3:mulliken_charge:R:1
C -0.461 -1.730 -1.163 -1.279
C 0.291 -0.600 -0.510 0.447
C 0.147 -0.516 1.015 -1.038
C 0.435 1.006 1.341 -0.562
C -0.352 1.650 0.116 -0.515
N -0.392 0.674 -0.975 -0.525
H -1.006 -2.423 -0.556 0.320
H 0.351 -2.380 -1.711 0.242
H -1.104 -1.574 -2.067 0.354
H 1.395 -0.521 -0.703 0.370
H -0.816 -0.644 1.439 0.391
H 0.883 -1.106 1.483 0.428
H -0.029 1.331 2.367 0.305
H 1.550 1.133 1.280 0.276
H 0.141 2.654 -0.203 0.221
H -1.245 1.996 0.613 0.267
H 0.213 1.051 -1.768 0.299
```